The following is a DFT calculation (ωB97M-V/def2-TZVPD) of 2 unconnected molecules or ions with the total composition H8N2Si2 in a non-equilibrium geometry.

```
! RIJCOSX wB97M-V def2-TZVPD def2/J DEFGRID3
* xyz 0 1
N 1.1073 -0.9910 -1.4613
N 0.2393 -1.5117 -0.4771
Si 0.1860 1.3046 1.3890
Si -0.9473 -0.4008 0.2102
H 0.8361 0.0093 -1.6854
H 2.0570 -1.0452 -1.2378
H -0.1135 -2.4094 -0.9603
H 0.0133 2.6847 0.5973
H -0.8227 1.2834 2.4379
H 1.4899 1.0725 1.9401
H -1.7940 0.9180 -1.5233
H -2.2515 -0.9143 0.7708
*
```

Properties
LUMO = 0.226 eV
largest force on an atom = 3.51 eV/Å
DFT total energy = -18860.842 eV
E_HOMO = -8.380 eV

=====

The following is a DFT calculation (ωB97M-V/def2-TZVPD) of 7 unconnected molecules or ions with the total composition C63H133N7O7 in a non-equilibrium geometry.

```
! RIJCOSX wB97M-V def2-TZVPD def2/J DEFGRID3
* xyz 0 1
C -1.2894 -3.4039 0.0371
C -0.4748 -3.3879 -1.2754
C 0.0222 -1.9506 -1.5329
C 0.8343 -4.3181 -1.2076
C 0.5428 -5.7865 -1.2493
C -0.2035 -6.1537 -2.4917
C -1.5060 -5.2792 -2.7091
C -1.8180 -5.5519 -4.1319
C -2.6022 -5.8419 -1.7445
N -1.2301 -3.8505 -2.5005
O -2.3397 -3.1453 -2.7276
H -0.9232 -2.6591 0.7437
H -2.3751 -3.3140 0.0016
H -0.9597 -4.2548 0.6332
H 0.7425 -1.6001 -0.7937
H 0.6382 -1.9978 -2.4309
H -0.7840 -1.2397 -1.7142
H 1.2350 -4.0459 -2.1840
H 1.4474 -3.9332 -0.3927
H 1.4500 -6.3894 -1.2097
H 0.1001 -6.1567 -0.3246
H -0.5929 -7.1654 -2.3778
H 0.4846 -6.0535 -3.3310
H -2.1887 -6.5522 -4.3560
H -1.0970 -5.2384 -4.8870
H -2.6627 -4.9091 -4.3794
H -2.2801 -5.6366 -0.7237
H -2.8989 -6.8881 -1.8178
H -3.5476 -5.3016 -1.7937
H -2.0510 -2.6532 -3.4996
C -1.2507 4.7138 6.1806
C -2.6133 5.2480 6.5502
C -2.9137 6.4685 5.6308
C -3.6603 4.0674 6.3125
C -3.7724 2.9617 7.3456
C -4.0161 3.7435 8.6623
C -2.7987 4.7177 9.0233
C -3.2875 5.3568 10.3067
C -1.4949 3.9553 9.3938
N -2.7121 5.6653 7.9653
O -1.9711 6.8328 8.2076
H -0.5519 5.4918 6.4880
H -0.9963 3.7500 6.6216
H -1.1789 4.6933 5.0931
H -3.1058 6.0928 4.6258
H -3.8250 6.9948 5.9148
H -2.0699 7.1404 5.4734
H -4.6507 4.5092 6.2025
H -3.3785 3.6352 5.3524
H -4.6260 2.3232 7.1183
H -2.9507 2.2515 7.4383
H -4.1066 2.9980 9.4523
H -5.0238 4.1586 8.6457
H -4.3332 5.6621 10.2695
H -2.8249 6.3312 10.4639
H -3.1967 4.6863 11.1613
H -1.4199 3.0844 8.7426
H -1.6500 3.5085 10.3758
H -0.5966 4.5722 9.3677
H -2.6672 7.4057 8.5374
C -0.7629 3.4764 -0.0130
C -0.9491 2.0580 0.5558
C -1.8050 1.2088 -0.3707
C 0.5281 1.3982 0.4059
C 0.6228 0.1758 1.3475
C 0.3599 0.5218 2.7449
C -1.0671 1.0095 2.8920
C -2.0875 -0.2079 2.7602
C -1.1325 1.5548 4.3480
N -1.4328 2.0632 1.9499
O -2.6117 2.7095 2.1198
H 0.0848 3.4894 -0.6981
H -1.7235 3.9394 -0.2389
H -0.3503 4.0056 0.8459
H -1.5905 1.4646 -1.4084
H -1.5897 0.1432 -0.2916
H -2.8665 1.3826 -0.1947
H 0.6982 1.0718 -0.6201
H 1.2866 2.1574 0.5966
H -0.1235 -0.5689 1.0706
H 1.6099 -0.2854 1.3171
H 1.0859 1.2639 3.0770
H 0.4674 -0.3708 3.3612
H -2.2305 -0.4202 1.7007
H -3.0504 -0.0486 3.2457
H -1.7107 -1.0793 3.2958
H -0.5673 2.4860 4.3881
H -0.6350 0.9668 5.1193
H -2.1520 1.7284 4.6924
H -2.3329 3.5366 2.5195
C -1.6329 -0.1330 -4.7800
C -0.7780 -0.6046 -5.9573
C -1.5434 -0.5327 -7.3032
C 0.4227 0.3659 -5.8513
C 1.5057 0.0835 -6.9416
C 2.1020 -1.2327 -6.7477
C 1.0941 -2.3597 -6.4304
C 0.6244 -3.0298 -7.7647
C 1.8612 -3.3448 -5.5420
N -0.1168 -1.8559 -5.6285
O -0.9576 -2.8396 -5.3860
H -2.3405 -0.8646 -4.3899
H -0.9951 0.3301 -4.0271
H -2.1905 0.7180 -5.1711
H -1.0430 0.0670 -8.0634
H -1.9321 -1.5001 -7.6214
H -2.4373 0.0909 -7.3164
H 0.0502 1.3871 -5.9315
H 0.9242 0.2453 -4.8911
H 1.0317 0.3535 -7.8853
H 2.2565 0.8619 -6.8056
H 2.8494 -1.2108 -5.9546
H 2.6336 -1.5236 -7.6538
H 1.4682 -3.5039 -8.2659
H 0.2019 -2.2897 -8.4443
H -0.0663 -3.8576 -7.6040
H 2.0287 -2.9180 -4.5531
H 2.7564 -3.5862 -6.1151
H 1.2490 -4.2244 -5.3431
H -0.7892 -3.0292 -4.4601
C 4.1148 0.8771 3.1986
C 4.9937 -0.3962 2.9503
C 4.3548 -1.6803 3.5335
C 5.0981 -0.5828 1.3973
C 6.2932 -1.4621 0.9902
C 7.6241 -0.9610 1.6629
C 7.5322 -0.8283 3.2295
C 7.5899 -2.3539 3.7174
C 8.8254 -0.1815 3.7705
N 6.3284 -0.0228 3.5281
O 6.2948 0.3040 4.8268
H 3.0715 0.7337 2.9176
H 3.8907 0.9247 4.2642
H 4.5530 1.8376 2.9271
H 3.4001 -1.9871 3.1062
H 5.0826 -2.4792 3.3917
H 4.3237 -1.5571 4.6161
H 4.2865 -1.1290 0.9165
H 5.0957 0.4305 0.9957
H 6.1516 -2.5280 1.1685
H 6.3799 -1.3369 -0.0892
H 7.8232 0.0593 1.3350
H 8.4587 -1.5684 1.3127
H 7.3330 -3.0152 2.8899
H 6.9002 -2.5949 4.5264
H 8.6014 -2.6531 3.9922
H 8.8211 -0.0298 4.8499
H 9.0288 0.8003 3.3430
H 9.6571 -0.8102 3.4524
H 6.8690 1.0732 4.8117
C 2.3984 3.3530 -2.9948
C 3.7531 2.7786 -3.3239
C 3.7234 1.2720 -3.6735
C 4.1526 3.4848 -4.6512
C 5.6258 3.5402 -4.9855
C 6.3354 4.1282 -3.7107
C 6.1149 3.3072 -2.3675
C 6.8827 1.9754 -2.4228
C 6.5979 4.1726 -1.2101
N 4.6363 3.1027 -2.1668
O 4.2888 2.4709 -0.9328
H 2.4294 4.4064 -2.7165
H 1.6668 3.1781 -3.7837
H 2.0615 2.8159 -2.1082
H 4.7240 1.0203 -4.0248
H 3.5525 0.6905 -2.7675
H 3.0809 0.9061 -4.4744
H 3.6405 2.9154 -5.4268
H 3.7177 4.4843 -4.6421
H 6.0357 2.5504 -5.1864
H 5.8474 4.1428 -5.8663
H 6.1191 5.1937 -3.6332
H 7.4170 4.1323 -3.8453
H 7.9434 2.1640 -2.2574
H 6.9148 1.5103 -3.4081
H 6.6185 1.2025 -1.7010
H 7.6767 4.1082 -1.0680
H 6.2520 3.8007 -0.2457
H 6.3107 5.2187 -1.3171
H 4.3732 3.2108 -0.3269
C -7.5658 -0.9604 -2.4545
C -8.0731 -2.2519 -1.8812
C -9.6211 -2.1054 -1.9428
C -7.6224 -3.4643 -2.6838
C -6.1818 -3.8189 -2.4959
C -5.9098 -4.0188 -0.9949
C -6.3291 -2.8566 -0.1237
C -6.3010 -3.2951 1.3451
C -5.1777 -1.7999 -0.2544
N -7.6808 -2.3020 -0.4447
O -8.1217 -1.2530 0.2807
H -6.5053 -0.9838 -2.7055
H -8.1484 -0.7346 -3.3476
H -7.6475 -0.1247 -1.7595
H -10.0199 -2.1435 -2.9565
H -10.0500 -3.0267 -1.5485
H -10.0668 -1.2593 -1.4198
H -8.0984 -4.4095 -2.4227
H -7.8437 -3.1869 -3.7144
H -6.0414 -4.7626 -3.0230
H -5.5220 -3.1504 -3.0490
H -4.8663 -4.2050 -0.7409
H -6.3702 -4.9894 -0.8104
H -6.5203 -2.4449 1.9909
H -5.3026 -3.5404 1.7073
H -6.9403 -4.1668 1.4850
H -4.8242 -1.7201 -1.2824
H -4.2375 -2.0174 0.2524
H -5.3242 -0.7565 0.0248
H -8.9927 -1.6261 0.4348
*
```

Properties
LUMO = 0.505 eV
SMILES = CC1(C)CCCC(C)(C)N1O.CC1(C)CCCC(C)(C)N1O.CC1(C)CCCC(C)(C)N1O.CC1(C)CCCC(C)(C)N1O.CC1(C)CCCC(C)(C)N1O.CC1(C)CCCC(C)(C)N1O.CC1(C)CCCC(C)(C)N1O
largest force on an atom = 5.66 eV/Å
DFT total energy = -92238.516 eV
E_HOMO = -7.717 eV

=====

The following is a DFT calculation (ωB97M-V/def2-TZVPD) of a molecular structure, C40H52BGe2N7O4ReS2 in a non-equilibrium geometry.

```
! RIJCOSX wB97M-V def2-TZVPD def2/J DEFGRID3
* xyz 1 3
Re 1.8529 -20.3640 -6.8478
C 3.4795 -24.7073 -9.2005
C 3.3826 -23.7547 -7.9886
C 4.2757 -24.3421 -6.8326
C 2.0120 -23.6113 -7.4242
C 1.0533 -24.6529 -7.3005
C -0.0353 -24.1163 -6.6971
N 0.1861 -22.8033 -6.5462
N 1.4375 -22.4654 -6.9491
B -0.9329 -21.7590 -6.5065
N -0.8725 -21.0176 -7.8810
C -1.6720 -21.0395 -8.9582
C -0.9908 -20.5684 -10.0624
C 0.3257 -20.2107 -9.5819
N 0.3666 -20.4863 -8.2766
C 1.5854 -19.6490 -10.2987
C 1.1879 -18.7767 -11.5391
C 2.4562 -20.8562 -10.8897
N -0.6663 -20.8417 -5.3514
C -1.3027 -20.5573 -4.2107
C -0.4295 -20.0170 -3.3004
C 0.7488 -19.8515 -4.0163
N 0.5959 -20.3828 -5.2336
C 2.0746 -19.3620 -3.5488
C 1.9668 -18.4094 -2.3929
C 2.9474 -20.5586 -3.1561
H 4.4519 -24.7432 -9.6121
H 2.7575 -24.3519 -9.9390
H 3.1375 -25.7263 -8.9575
H 3.7721 -22.7421 -8.1304
H 3.9555 -25.3130 -6.5407
H 4.2694 -23.7322 -5.9371
H 5.3429 -24.4278 -7.1673
H 1.3252 -25.6735 -7.6093
H -0.9798 -24.5602 -6.5026
H -2.0039 -22.1136 -6.4748
H -2.6018 -21.5719 -9.0457
H -1.3626 -20.4667 -11.0390
H 2.2145 -19.1157 -9.6091
H 0.5540 -19.3295 -12.1861
H 2.1074 -18.5335 -12.0569
H 0.7379 -17.8255 -11.3129
H 1.9136 -21.3618 -11.6269
H 2.8088 -21.4330 -10.0550
H 3.3139 -20.3542 -11.3596
H -2.3445 -20.8898 -4.0739
H -0.5449 -19.8334 -2.2327
H 2.4768 -18.8625 -4.4170
H 1.2656 -18.8659 -1.6331
H 1.5448 -17.4262 -2.6738
H 2.9333 -18.3553 -1.8993
H 2.7219 -20.9636 -2.1528
H 3.9931 -20.2691 -3.2820
H 2.8082 -21.4421 -3.8356
C 10.0544 -19.6006 -9.2469
Ge 8.4186 -20.6573 -8.8031
C 7.9197 -22.0093 -10.1620
C 8.6911 -21.6202 -7.1713
Ge 6.8485 -18.8545 -8.2382
C 6.0568 -18.1342 -9.8424
C 5.9089 -18.8737 -11.0475
C 5.3802 -18.2787 -12.1670
C 4.9171 -16.9269 -12.1702
C 4.9867 -16.2337 -11.0109
C 5.5583 -16.8333 -9.8633
C 7.5151 -17.3167 -7.1506
C 6.9739 -16.9514 -5.8893
C 7.4089 -15.7588 -5.2717
C 8.4428 -14.9964 -5.8490
C 9.0217 -15.4156 -7.0448
C 8.5571 -16.5311 -7.7194
H 10.5207 -20.0162 -10.1669
H 10.7564 -19.4830 -8.5026
H 9.8322 -18.5564 -9.5200
H 7.4309 -21.6259 -11.0364
H 7.2837 -22.6747 -9.6194
H 8.8995 -22.4395 -10.5196
H 9.4000 -22.4616 -7.3960
H 7.7470 -22.0403 -6.8490
H 9.1792 -20.9673 -6.4736
H 6.2866 -19.8774 -11.1766
H 5.3699 -18.8936 -13.0773
H 4.4887 -16.5502 -13.0482
H 4.7534 -15.1686 -10.9753
H 5.5036 -16.2204 -8.9238
H 6.1955 -17.5534 -5.4276
H 6.9489 -15.4276 -4.3403
H 8.7786 -14.0897 -5.3568
H 9.8092 -14.8351 -7.4590
H 9.0759 -16.7155 -8.6733
S 2.2690 -15.8078 -7.3335
C 2.6649 -17.3941 -7.0826
N 1.6401 -18.1920 -6.8709
C 0.4397 -17.4422 -6.7961
C -0.8369 -17.9873 -6.7164
C -1.9113 -17.1316 -6.7153
C -1.6252 -15.6952 -6.8199
C -0.3962 -15.2072 -6.9591
C 0.6445 -16.1288 -7.1495
H 3.6749 -17.8048 -7.1545
H -1.0595 -19.0581 -6.6552
H -2.9350 -17.4490 -6.7373
H -2.4971 -15.0278 -6.8004
H -0.2353 -14.1680 -7.1916
O 3.8889 -20.5625 -5.8862
S 4.5790 -20.4398 -7.2238
O 5.2314 -19.0774 -7.2509
O 3.4847 -20.5120 -8.2116
O 5.5296 -21.4825 -7.4977
*
```

Properties
LUMO (alpha / beta) = -2.204 / -3.125 eV
largest force on an atom = 3.83 eV/Å
DFT total energy = -198451.581 eV
E_HOMO (alpha / beta) = -10.737 / -10.372 eV

=====

The following is a DFT calculation (ωB97M-V/def2-TZVPD) of a molecular structure, C42H67Br2NOSbSiTcTe in a non-equilibrium geometry.

```
! RIJCOSX wB97M-V def2-TZVPD def2/J DEFGRID3
* xyz -1 4
Tc 0.0000 0.0000 0.0000
Br 0.7298 4.1562 -2.4126
C 1.8033 2.7704 -1.6082
C 3.1740 2.9699 -1.7240
C 4.0458 2.0426 -1.1857
Br 5.9041 2.4381 -1.4153
C 3.5730 0.8935 -0.5187
C 4.4717 -0.0570 0.0331
C 4.0273 -1.1906 0.6911
C 2.6755 -1.3574 0.7880
N 1.7906 -0.4845 0.2813
C 2.1685 0.6673 -0.3874
C 1.2193 1.6444 -0.9545
O -0.0708 1.5427 -0.8955
H 3.5489 3.8505 -2.2352
H 5.5463 0.0758 -0.0440
H 4.7154 -1.9122 1.1100
H 2.2366 -2.2147 1.2856
C -7.6321 -4.2657 2.5916
C -6.3809 -3.5572 2.1622
C -6.0891 -2.2700 2.6260
C -4.9168 -1.6112 2.2228
C -4.6395 -0.2265 2.7449
C -4.0191 -2.2541 1.3375
Te -2.2269 -1.2411 0.7299
C -4.3168 -3.5583 0.8675
C -3.4236 -4.3217 -0.0766
C -5.4952 -4.1916 1.2875
H -8.2377 -3.6438 3.2846
H -7.3654 -5.2108 3.1101
H -8.2506 -4.5026 1.7004
H -6.7775 -1.7796 3.3042
H -5.4430 0.1271 3.4258
H -4.5705 0.4883 1.8983
H -3.6850 -0.2215 3.3117
H -2.5120 -3.7738 -0.3733
H -3.9861 -4.5616 -1.0035
H -3.1029 -5.2698 0.4042
H -5.7249 -5.1892 0.9299
C 1.8496 -4.3376 -3.4694
C 2.2055 -3.7457 -2.1028
C 2.2772 -4.8320 -1.0325
Sb 0.8906 -2.0948 -1.4569
C 1.1993 -0.8442 -3.2144
C 2.5992 -0.2361 -3.1771
C 0.1321 0.2467 -3.2494
C -1.0239 -3.0785 -1.0322
C -1.4116 -4.1514 -2.0429
C -1.0271 -3.6312 0.3920
H 2.5938 -5.1138 -3.7485
H 1.8804 -3.5539 -4.2496
H 0.8509 -4.8038 -3.4771
H 3.2173 -3.2967 -2.1962
H 1.2989 -5.3334 -0.9108
H 2.5803 -4.3849 -0.0626
H 3.0290 -5.5993 -1.3158
H 1.0936 -1.4604 -4.1295
H 2.7277 0.3846 -2.2649
H 2.7669 0.3977 -4.0739
H 3.3614 -1.0421 -3.1718
H 0.2031 0.8912 -2.3482
H -0.8764 -0.2171 -3.2808
H 0.2584 0.8788 -4.1541
H -1.7840 -2.2695 -1.0878
H -0.7288 -5.0181 -1.9795
H -1.3969 -3.7265 -3.0685
H -2.4382 -4.5178 -1.8285
H -0.2679 -4.4288 0.5113
H -2.0263 -4.0477 0.6409
H -0.7989 -2.8153 1.1097
C 2.1924 -0.4000 4.8874
C 0.7548 0.0375 4.6058
C 0.5341 1.4549 5.1429
C -0.2200 -0.9269 5.2864
C 0.5204 0.0245 3.1520
C 0.3229 0.0157 1.9646
H 2.3824 -0.3942 5.9815
H 2.9107 0.2936 4.3986
H 2.3651 -1.4279 4.5024
H 0.7122 1.4732 6.2394
H -0.5076 1.7836 4.9448
H 1.2376 2.1642 4.6561
H -0.0467 -0.9239 6.3831
H -0.0676 -1.9585 4.9046
H -1.2676 -0.6178 5.0895
C -1.0077 1.2406 3.0486
Si -0.8007 1.8832 1.3098
C 0.6250 3.2467 1.2560
C 0.9134 3.7167 -0.1854
C 1.9339 2.6247 1.8126
C 0.2766 4.4743 2.1232
C -2.5559 2.3815 0.5577
C -2.4447 2.8078 -0.9214
C -3.4944 1.1463 0.6162
C -3.2199 3.5206 1.3590
H -1.3678 2.0273 3.7180
H -0.0592 0.8671 3.4452
H -1.7250 0.4154 3.0799
H 1.0940 2.8724 -0.8606
H 1.8012 4.3598 -0.2172
H 0.0880 4.3061 -0.5928
H 2.2385 1.7434 1.2355
H 1.8248 2.3180 2.8592
H 2.7597 3.3450 1.7722
H -0.5840 5.0202 1.7260
H 1.1149 5.1805 2.1551
H 0.0469 4.1910 3.1566
H -1.9105 2.0620 -1.5211
H -1.9271 3.7644 -1.0300
H -3.4383 2.9386 -1.3668
H -3.0780 0.2972 0.0610
H -4.4737 1.3755 0.1795
H -3.6700 0.8181 1.6472
H -2.6569 4.4547 1.2785
H -3.3085 3.2723 2.4227
H -4.2302 3.7240 0.9843
H -0.2705 -0.0132 -1.6461
*
```

Properties
LUMO (alpha / beta) = 2.223 / 2.176 eV
largest force on an atom = 10.55 eV/Å
DFT total energy = -212135.495 eV
E_HOMO (alpha / beta) = -2.464 / -2.528 eV

=====

The following is a DFT calculation (ωB97M-V/def2-TZVPD) of a single C2H3Cl2NSSi molecule in a non-equilibrium geometry.

```
! RIJCOSX wB97M-V def2-TZVPD def2/J DEFGRID3
* xyz 0 3
C 1.5962 2.2125 -0.7465
C -1.5120 -0.8337 -0.0167
N 1.6012 3.1715 -0.1464
Si 0.3538 -0.7147 0.4197
S 1.2355 0.2387 1.8619
Cl 1.3646 0.8799 -1.3165
Cl 1.0687 -2.4507 -0.0511
H -1.8059 -1.4413 0.7807
H -1.9557 0.1115 0.2661
H -1.9464 -1.1738 -1.0512
*
```

Properties
LUMO (alpha / beta) = 0.359 / -3.744 eV
largest force on an atom = 8.06 eV/Å
DFT total energy = -47366.047 eV
E_HOMO (alpha / beta) = -5.381 / -10.660 eV

=====

The following is a DFT calculation (ωB97M-V/def2-TZVPD) of a molecular structure, C6H10O.

```
! RIJCOSX wB97M-V def2-TZVPD def2/J DEFGRID3
* xyz 0 1
C -1.7242 -0.0962 -1.1104
O -0.8756 -0.8268 -0.4613
C 0.5931 -0.0602 0.3842
C 1.6531 -0.9250 -0.2548
C 0.2331 -0.4037 1.8112
C 0.4782 1.2638 -0.0044
C -0.2929 2.0010 -0.6645
H -1.8065 -0.2826 -2.1913
H -2.6762 0.1237 -0.6031
H -1.2306 1.1589 -1.1623
H 1.3235 -1.9639 -0.1920
H 2.6195 -0.8352 0.2543
H 1.7841 -0.6629 -1.3066
H 1.0772 -0.2546 2.4951
H -0.0610 -1.4541 1.8451
H -0.6031 0.2089 2.1548
H -0.4918 3.0088 -0.9942
*
```

Properties
LUMO = 0.869 eV
largest force on an atom = 0.26 eV/Å
DFT total energy = -8427.337 eV
E_HOMO = -9.138 eV

=====

- Number 5 is which compound?
  C2H3Cl2NSSi

=====

- Look up the DFT total energy of the first one.
  -18860.842 eV